(1)
Entry from the OMol25 dataset: a molecular structure, C17H30FeN7OS2 (ωB97M-V/def2-TZVPD).

Structure (XYZ):
```
58
Properties=species:S:1:pos:R:3:mulliken_spin:R:1
Fe 0.629 -0.607 -0.033 3.762
C 4.235 4.272 -0.829 0.001
C 4.288 3.327 0.360 -0.002
N 4.094 1.927 0.000 0.009
C 2.899 1.385 -0.275 -0.003
S 2.881 -0.349 -0.570 0.088
N 1.858 2.196 -0.347 -0.024
N 0.705 1.498 -0.559 0.034
C -0.316 2.101 -1.047 -0.016
C -0.355 3.538 -1.451 0.003
C -1.496 1.223 -1.230 0.007
C -2.716 1.708 -1.688 0.001
C -3.767 0.825 -1.871 -0.003
C -3.575 -0.519 -1.594 0.001
C -2.333 -0.923 -1.131 -0.007
N -1.318 -0.079 -0.950 0.039
H 4.478 5.284 -0.506 0.000
H 3.244 4.278 -1.276 0.000
H 4.958 3.975 -1.588 0.000
H 3.545 3.602 1.111 0.001
H 5.270 3.383 0.832 0.000
H 4.847 1.276 0.142 0.000
H 0.649 3.948 -1.419 -0.001
H -0.988 4.125 -0.781 0.000
H -0.757 3.647 -2.460 0.000
H -2.831 2.760 -1.905 -0.001
H -4.721 1.182 -2.234 0.000
H -4.362 -1.245 -1.737 0.000
H -2.128 -1.958 -0.893 0.002
C -3.800 -0.196 2.109 0.000
N -2.396 -0.542 2.207 0.005
C -1.387 0.336 2.224 0.003
S 0.231 -0.237 2.334 0.053
N -1.687 1.631 2.159 0.004
C -0.731 2.731 2.170 -0.001
H -4.380 -1.114 2.079 0.000
H -4.007 0.366 1.194 0.000
H -4.130 0.379 2.978 0.000
H -2.117 -1.508 2.244 0.001
H -2.662 1.886 2.173 0.000
H 0.275 2.325 2.136 0.001
H -0.857 3.326 3.073 0.000
H -0.893 3.360 1.297 0.001
C -0.159 -4.782 1.351 0.001
N 0.580 -4.738 0.090 0.005
C 1.163 -5.976 -0.432 -0.001
C 0.657 -3.581 -0.551 0.013
C 1.458 -3.446 -1.810 0.006
O 0.057 -2.577 -0.083 0.015
H 0.128 -5.680 1.889 0.000
H -1.236 -4.804 1.171 0.000
H 0.083 -3.908 1.951 0.000
H 0.878 -6.788 0.230 0.000
H 2.250 -5.920 -0.458 0.000
H 0.784 -6.204 -1.427 0.000
H 1.825 -4.380 -2.218 0.000
H 2.309 -2.797 -1.596 -0.001
H 0.847 -2.938 -2.555 0.004
```

Kohn-Sham gap (alpha / beta) ... 7.633 / 7.679 eV
Charge ... +1
Multiplicity ... 5
LUMO level (alpha / beta) ... -2.72 / -2.77 eV

(2)
Entry from the OMol25 dataset: C17H30N4O2 in the gas phase (ωB97M-V/def2-TZVPD).

Structure (XYZ):
```
53
Properties=species:S:1:pos:R:3:nbo_charge:R:1
C -0.528 2.331 -2.618 -0.248
O -1.662 1.708 -2.063 -0.549
C -1.357 0.535 -1.323 0.110
C -0.767 -0.562 -2.221 -0.263
N 0.687 -0.583 -2.151 -0.660
C 1.329 -1.803 -2.147 0.797
O 0.757 -2.826 -2.493 -0.674
N 2.660 -1.772 -1.793 -0.448
C 3.344 -3.047 -1.654 -0.410
C 3.268 -0.644 -1.100 -0.243
C 2.521 -0.183 0.118 0.080
C 2.134 1.083 0.454 -0.131
N 1.428 0.955 1.630 -0.349
C 1.433 -0.366 1.951 0.375
N 2.081 -1.078 1.059 -0.473
C 0.760 -0.876 3.183 -0.446
C 0.466 0.263 4.158 -0.393
C -0.160 1.440 3.416 -0.408
C 0.824 2.025 2.412 -0.202
C -2.628 0.113 -0.570 -0.051
C -3.150 1.314 0.223 -0.602
C -2.272 -1.001 0.418 -0.606
C -3.706 -0.365 -1.543 -0.618
H -0.863 3.247 -3.099 0.196
H 0.201 2.587 -1.835 0.152
H -0.030 1.699 -3.360 0.177
H -0.606 0.797 -0.555 0.162
H -1.128 -1.549 -1.936 0.231
H -1.109 -0.389 -3.245 0.203
H 1.094 0.139 -1.581 0.398
H 2.754 -3.811 -2.148 0.247
H 4.329 -2.995 -2.122 0.186
H 3.461 -3.315 -0.600 0.195
H 4.270 -0.963 -0.813 0.227
H 3.395 0.205 -1.782 0.202
H 2.287 2.038 -0.020 0.221
H -0.173 -1.371 2.896 0.225
H 1.392 -1.642 3.632 0.240
H -0.199 -0.086 4.948 0.219
H 1.393 0.589 4.640 0.201
H -1.060 1.104 2.893 0.208
H -0.462 2.227 4.107 0.222
H 1.613 2.576 2.931 0.198
H 0.325 2.715 1.729 0.210
H -3.467 2.118 -0.438 0.227
H -3.999 1.015 0.842 0.205
H -2.372 1.708 0.885 0.193
H -1.928 -1.910 -0.076 0.220
H -1.481 -0.673 1.099 0.196
H -3.147 -1.259 1.018 0.211
H -3.390 -1.258 -2.086 0.211
H -4.619 -0.616 -0.998 0.208
H -3.944 0.413 -2.269 0.221
```

Kohn-Sham gap ... 9.247 eV
SMILES ... CO[C@H](CNC(=O)N(C)Cc1cn2c(n1)CCCC2)C(C)(C)C
LUMO level ... 0.61 eV

(3)
Entry from the OMol25 dataset: 2 unconnected molecules or ions with the total composition C17H30N4O7P (ωB97M-V/def2-TZVPD).

Structure (XYZ):
```
59
Properties=species:S:1:pos:R:3:nbo_charge:R:1
C 4.607 2.213 3.127 -0.256
O 4.457 2.885 1.884 -0.543
C 3.250 2.574 1.219 -0.052
C 3.157 1.110 0.792 -0.442
C 2.258 0.964 -0.460 -0.400
C 1.238 -0.141 -0.291 -0.029
N 0.673 -0.602 -1.558 -0.649
C -0.293 -1.563 -1.346 0.442
N -1.092 -1.950 -2.342 -0.219
O -0.978 -1.372 -3.567 -0.499
N -0.444 -2.118 -0.075 -0.660
C -0.814 -1.017 0.831 -0.418
P -0.811 -1.596 2.559 2.222
N 0.568 -2.013 3.145 -1.346
O -1.895 -2.766 2.571 -0.976
O -1.549 -0.473 3.412 -0.980
C 0.053 0.253 0.613 -0.278
C -0.764 1.347 -0.094 -0.076
O -1.131 2.370 0.832 -0.544
C -2.471 2.688 0.862 0.384
C -3.170 3.012 -0.298 -0.308
C -4.527 3.306 -0.238 -0.193
C -5.174 3.282 0.997 -0.240
C -4.460 2.989 2.153 -0.195
C -3.102 2.689 2.106 -0.278
H 4.905 2.950 3.869 0.180
H 5.405 1.477 3.053 0.179
H 3.675 1.756 3.450 0.171
H 2.389 2.833 1.846 0.160
H 3.236 3.211 0.340 0.186
H 2.754 0.477 1.579 0.198
H 4.162 0.789 0.535 0.223
H 1.785 1.925 -0.651 0.198
H 2.859 0.767 -1.345 0.225
H 1.768 -0.973 0.187 0.176
H 1.385 -0.890 -2.248 0.385
H -1.786 -2.670 -2.219 0.412
H -1.620 -0.643 -3.645 0.441
H 0.410 -2.578 0.241 0.377
H -1.855 -0.797 0.597 0.227
H 1.296 -1.873 2.451 0.369
H -2.045 -3.071 1.666 0.516
H -0.901 0.001 3.943 0.515
H 0.424 0.655 1.552 0.239
H -0.215 1.787 -0.920 0.192
H -1.637 0.873 -0.536 0.181
H -2.626 2.998 -1.230 0.219
H -5.055 3.531 -1.150 0.215
H -6.225 3.514 1.055 0.212
H -4.948 2.982 3.116 0.212
H -2.529 2.459 2.987 0.223
O 2.702 -4.446 -4.214 -0.793
C 1.607 -5.169 -4.289 -0.015
C 0.251 -4.233 -4.557 -0.010
O -0.851 -4.942 -4.601 -0.795
H 1.327 -5.752 -3.379 0.079
H 1.547 -5.906 -5.121 0.098
H 0.496 -3.637 -5.470 0.083
H 0.325 -3.476 -3.724 0.058
```

Kohn-Sham gap ... 2.951 eV
Charge ... -1
LUMO level ... 1.83 eV

(4)
Entry from the OMol25 dataset: a gas-phase ion, C17H30NO3 (charge +1) (ωB97M-V/def2-TZVPD).

Structure (XYZ):
```
51
Properties=species:S:1:pos:R:3:nbo_charge:R:1
C -4.575 -4.630 -1.600 -0.592
H -5.263 -4.070 -0.971 0.207
H -5.014 -5.601 -1.813 0.218
H -4.450 -4.092 -2.536 0.206
C -3.226 -4.801 -0.897 -0.417
C -2.618 -3.462 -0.604 -0.022
C -2.889 -2.799 0.583 -0.200
C -2.368 -1.543 0.849 -0.251
C -1.562 -0.923 -0.093 0.258
C -1.283 -1.576 -1.291 -0.267
C -1.808 -2.827 -1.540 -0.175
H -1.587 -3.316 -2.476 0.220
H -0.666 -1.082 -2.027 0.214
O -0.972 0.323 0.051 -0.532
C -1.174 1.058 1.236 -0.094
C -0.262 0.602 2.389 -0.094
H -0.564 -0.377 2.768 0.195
H -0.326 1.330 3.201 0.211
O 1.103 0.562 1.987 -0.574
C 1.564 -0.705 1.529 -0.093
H 2.000 -1.253 2.376 0.194
H 0.740 -1.298 1.124 0.209
C 2.623 -0.536 0.425 0.062
C 2.139 0.433 -0.664 -0.243
N 2.243 1.793 -0.095 -0.560
H 3.230 1.923 0.166 0.446
H 1.708 1.723 0.803 0.484
C 1.769 2.938 -0.916 -0.039
C 2.538 3.002 -2.228 -0.629
H 2.256 3.899 -2.771 0.246
H 2.318 2.153 -2.867 0.224
H 3.610 3.045 -2.046 0.218
C 1.958 4.221 -0.103 -0.413
C 1.127 4.273 1.175 -0.617
H 1.412 3.504 1.890 0.197
H 1.269 5.235 1.659 0.243
H 0.068 4.174 0.949 0.209
H 1.674 5.063 -0.734 0.235
H 3.016 4.341 0.140 0.210
H 0.706 2.772 -1.115 0.218
H 1.098 0.229 -0.924 0.254
H 2.776 0.347 -1.544 0.230
O 3.833 0.010 0.904 -0.740
H 4.246 -0.589 1.534 0.499
H 2.793 -1.526 -0.021 0.204
H -2.218 1.030 1.562 0.202
H -0.928 2.089 0.967 0.190
H -2.612 -1.068 1.787 0.208
H -3.519 -3.268 1.324 0.220
H -3.374 -5.353 0.033 0.213
H -2.558 -5.380 -1.537 0.212
```

Kohn-Sham gap ... 8.993 eV
SMILES ... CCc1ccc(OCCOC[C@H](O)C[NH2+][C@H](C)CC)cc1
Charge ... +1
LUMO level ... -2.10 eV

The calculated total energy results, record by record, are as follows: -86649.55663, -28172.47870, -47690.54009, -25742.53338 eV.
The energy relative to the best compared isomer or geometry (same formula, charge and spin) results, record by record, are as follows: 11.18, 74.69, 740.58, 10.00 kJ/mol.